1.
115
Properties=species:S:1:pos:R:3:lowdin_charge:R:1 method="wB97M-V/def2-TZVPD" e_lumo_ha=-0.00810 total_charge=0 e_homo_ev=-10.805 homo_lumo_gap_ev=10.59 max_force_ha_per_bohr=0.14264
C -16.45455 21.35906 22.61218 0.05
N -17.80163 21.59029 22.02127 -0.42
O -18.79953 21.72109 22.79763 0.01
O -17.93576 21.40406 20.83314 0.07
H -16.05831 22.20198 23.17839 0.10
H -15.74716 20.97692 21.87620 0.10
H -16.83539 20.62626 23.32356 0.10
C -18.76899 35.43420 13.91604 0.02
N -17.98675 36.39266 14.68567 -0.45
O -18.06244 36.28503 15.91607 0.04
O -17.22311 37.13959 14.13406 0.08
H -19.55065 35.83481 13.27059 0.10
H -19.31852 34.73765 14.54923 0.10
H -17.97701 34.89219 13.39921 0.11
C -16.79000 25.09704 8.93938 0.04
N -16.08197 23.88276 9.47025 -0.49
O -16.69490 23.26156 10.31015 0.05
O -15.01328 23.60148 9.13940 0.11
H -16.94135 25.03099 7.86196 0.10
H -16.14424 25.89417 9.30774 0.10
H -17.73173 25.48987 9.32268 0.09
C -22.85951 31.72578 11.51323 0.04
N -22.05673 30.47113 11.40320 -0.43
O -20.81788 30.61282 11.52104 0.03
O -22.59279 29.43374 11.09451 0.07
H -22.26608 32.63794 11.45095 0.09
H -23.42849 31.70443 12.44270 0.10
H -23.60763 31.63624 10.72557 0.10
C -21.19877 32.02218 19.47529 0.06
N -22.35527 32.07502 18.43480 -0.41
O -22.38053 31.17447 17.63079 0.06
O -22.93120 33.16520 18.29315 0.03
H -21.62026 31.66463 20.41475 0.09
H -20.78440 33.01817 19.63150 0.09
H -20.47526 31.28021 19.13751 0.09
C -5.32943 24.01789 8.96937 -0.09
C -6.00805 22.87625 8.33080 -0.45
O -7.32003 23.28716 8.40996 0.16
C -7.49728 23.84217 9.58419 -0.49
O -8.59133 24.03475 10.05523 0.17
O -6.18251 24.06310 10.08589 0.05
F -5.72498 21.85250 9.02114 0.17
H -5.32163 24.98417 8.46505 0.15
H -4.32389 23.69383 9.23766 0.15
H -5.64244 22.70721 7.31796 0.18
C -13.14018 19.19499 13.47256 -0.03
C -11.73114 18.84464 14.06418 -0.27
O -11.74643 19.44367 15.38794 0.07
C -12.88202 20.25162 15.65958 -0.41
O -13.13516 20.96828 16.61030 0.15
O -13.69019 20.01894 14.53087 0.00
F -10.78454 19.41690 13.28484 0.07
H -13.66602 18.27713 13.20962 0.13
H -13.09044 19.91617 12.65676 0.14
H -11.50322 17.80181 14.28477 0.16
C -10.61146 29.30075 11.57145 -0.06
C -11.63460 28.94315 10.55436 -0.39
O -11.06877 29.44208 9.36399 0.17
C -9.76181 29.43503 9.51474 -0.53
O -8.97834 29.89750 8.70821 0.16
O -9.46400 28.97599 10.78274 0.07
F -12.79726 29.52870 10.75800 0.10
H -10.72871 28.69506 12.47006 0.15
H -10.93292 30.33666 11.67932 0.15
H -11.88557 27.88438 10.61841 0.18
C -19.13367 18.45403 13.54147 -0.07
C -20.06339 19.12856 14.51749 -0.30
O -21.15613 19.26476 13.59053 0.14
C -21.22474 18.09926 12.94576 -0.54
O -22.32895 17.58932 12.53381 0.08
O -20.02821 17.62229 12.81748 0.11
F -19.54272 20.32642 14.66243 0.10
H -18.28176 17.96714 14.01609 0.14
H -18.55791 19.03606 12.82186 0.15
H -20.09535 18.54114 15.43511 0.18
C -11.45940 31.64842 19.69425 -0.11
C -11.75107 32.15638 18.24849 -0.30
O -10.90384 31.28163 17.56744 0.15
C -10.18616 30.49166 18.38310 -0.56
O -9.40775 29.64127 18.01753 0.16
O -10.57059 30.65039 19.61226 0.13
F -11.31743 33.40786 18.25240 0.09
H -12.42847 31.34771 20.09242 0.13
H -11.14388 32.42037 20.39615 0.14
H -12.80424 32.07399 17.97985 0.17
C -18.69589 27.29905 25.18551 -0.09
C -17.39914 26.83814 25.56838 -0.33
O -16.60293 26.87376 24.34211 0.08
C -17.54540 27.12891 23.24202 -0.47
O -17.24054 27.35991 22.08769 0.16
O -18.70712 27.11416 23.80313 0.12
F -17.42998 25.53252 25.95026 0.06
H -18.79944 28.28895 25.62989 0.15
H -19.36632 26.61498 25.70578 0.16
H -16.90006 27.37095 26.37777 0.17
C -15.60264 25.76275 15.90219 -0.09
C -14.23850 26.46504 16.00870 -0.26
O -14.57143 27.82800 15.71328 0.16
C -15.86070 27.95288 15.57004 -0.50
O -16.45204 29.08659 15.44616 0.08
O -16.37971 26.74133 15.34352 0.08
F -13.45426 25.97998 15.03260 0.07
H -16.04619 25.39770 16.82853 0.14
H -15.58366 24.89559 15.24204 0.15
H -13.72538 26.18159 16.92765 0.17
C -23.16097 25.42438 16.09508 -0.05
C -23.34025 25.16701 17.60152 -0.27
O -24.65567 24.60896 17.65606 0.14
C -25.22725 24.44620 16.47487 -0.51
O -26.39661 24.14016 16.27018 0.14
O -24.33855 24.84339 15.49351 0.06
F -23.48924 26.37013 18.19502 0.05
H -22.21754 24.95732 15.81243 0.13
H -23.03121 26.47578 15.83846 0.14
H -22.45060 24.79006 18.10603 0.17

2.
12
Properties=species:S:1:pos:R:3:lowdin_charge:R:1 method="wB97M-V/def2-TZVPD" e_lumo_ha="-0.01900 / -0.05199" total_charge=0 e_homo_ev="-9.951 / -9.251" homo_lumo_gap_ev="9.43 / 7.84" max_force_ha_per_bohr=0.06364
C -0.73918 -1.87646 -1.08374 -0.16
C -0.82105 -0.81472 -0.22578 0.07
C -0.10779 1.07890 1.65981 0.06
C 0.55182 1.25297 0.37529 -0.23
N 0.31918 -1.55085 -1.84538 -0.03
N 0.94416 -0.49416 -1.47036 0.01
N 0.31098 0.00425 -0.39320 -0.16
H -1.30427 -2.75563 -1.25647 0.08
H -0.82750 1.72683 2.22411 0.08
H -0.16191 -0.03882 1.82909 0.06
H 0.21013 2.08822 -0.20532 0.11
H 1.62542 1.37946 0.39197 0.12

3.
98
Properties=species:S:1:pos:R:3:lowdin_charge:R:1 method="wB97M-V/def2-TZVPD" e_lumo_ha=0.15285 total_charge=-2 e_homo_ev=-2.555 homo_lumo_gap_ev=6.71 max_force_ha_per_bohr=0.01168
Sc 0.83292 1.00590 -0.03757 0.44
I 1.57122 0.66037 -2.85678 0.24
C 3.56787 -0.03545 0.02567 -0.34
C 4.48086 0.90794 -0.39687 -0.07
C 5.64447 0.56425 -1.10569 -0.08
C 5.91832 -0.74412 -1.37506 -0.06
C 4.96448 -1.74068 -1.05867 -0.17
C 5.23884 -3.09967 -1.34689 -0.05
C 4.30855 -4.06773 -1.10613 -0.09
C 3.02316 -3.68734 -0.67515 -0.10
C 2.70665 -2.37963 -0.40074 -0.27
P 0.92454 -1.91601 -0.28879 1.02
C 0.23323 -2.71342 -1.78565 -0.38
C -1.11572 -3.06257 -1.77291 -0.12
C -1.73948 -3.52738 -2.92100 -0.08
C -1.02126 -3.64974 -4.10098 -0.11
C 0.32235 -3.29966 -4.12595 -0.10
C 0.94514 -2.82733 -2.98013 -0.16
C 0.33546 -3.03435 1.03928 -0.36
C 0.22696 -2.51266 2.32412 -0.12
C -0.20553 -3.29813 3.38017 -0.07
C -0.55387 -4.62278 3.16028 -0.10
C -0.46634 -5.15127 1.88111 -0.09
C -0.02637 -4.36248 0.82786 -0.10
C 3.72588 -1.38110 -0.46068 -0.13
H 4.28774 1.94283 -0.15191 0.11
H 6.33748 1.34376 -1.40129 0.10
H 6.84194 -1.04130 -1.86002 0.10
H 6.20845 -3.35157 -1.76415 0.10
H 4.52329 -5.10975 -1.31153 0.09
H 2.24775 -4.44073 -0.63093 0.10
H -1.69201 -2.98958 -0.85960 0.02
H -2.79268 -3.77776 -2.87316 0.10
H -1.50671 -4.00609 -5.00283 0.09
H 0.88687 -3.37079 -5.04857 0.09
H 1.98099 -2.52235 -3.02608 0.07
H 0.45939 -1.47179 2.49190 0.06
H -0.29990 -2.86095 4.36662 0.10
H -0.92005 -5.23246 3.97796 0.09
H -0.76394 -6.17596 1.69099 0.09
H 0.00097 -4.78081 -0.17098 0.10
C -3.12792 1.25300 -2.14612 -0.07
C -4.03563 0.07019 -2.41212 -0.44
C -5.50733 0.45845 -2.42319 -0.06
O -3.84915 -1.05797 -1.53453 -0.33
P -3.61083 -1.09658 0.05517 -0.13
S -3.99508 -2.93877 0.61822 0.19
S -1.84351 -0.35639 0.61249 0.29
O -4.77139 -0.07109 0.53244 -0.33
C -4.76509 0.54807 1.83442 -0.51
C -5.18157 -0.43600 2.91200 -0.07
C -5.70185 1.73377 1.73413 -0.07
H -3.30504 1.99650 -2.92917 0.08
H -2.07932 0.97080 -2.17083 0.05
H -3.32573 1.71536 -1.17778 0.06
H -3.77569 -0.34429 -3.38992 0.14
H -5.79260 0.88535 -1.46243 0.06
H -6.12857 -0.41858 -2.61277 0.08
H -5.68884 1.19649 -3.20891 0.07
H -3.75254 0.90027 2.03520 0.03
H -6.18007 -0.83051 2.70736 0.08
H -5.18442 0.07058 3.88088 0.08
H -4.48535 -1.27262 2.95677 0.04
H -6.72248 1.39940 1.52620 0.08
H -5.37508 2.40353 0.93883 0.06
H -5.69425 2.29261 2.67192 0.08
O -0.43582 2.56109 -0.91611 -0.21
C 0.50482 3.38387 -0.77825 -0.69
O 1.59070 3.01317 -0.23765 -0.14
C 0.33110 4.79182 -1.23554 -0.11
C -0.83897 5.15700 -1.88907 0.00
C -1.01011 6.46528 -2.31479 -0.09
C -0.01605 7.40670 -2.08139 -0.11
C 1.14978 7.04092 -1.42087 -0.09
C 1.32478 5.73233 -0.99801 -0.01
H -1.59969 4.40297 -2.04339 0.12
H -1.92211 6.75260 -2.82397 0.10
H -0.15291 8.43027 -2.41069 0.09
H 1.91986 7.77943 -1.23234 0.09
H 2.21873 5.41857 -0.47523 0.12
Cl 0.28925 4.10223 2.84435 0.07
Si -0.72926 2.33949 2.08604 -0.47
Cl -2.51463 3.35669 1.49074 0.16
Cl -1.41028 1.46966 3.92493 0.10
C 1.97413 0.78271 3.29477 -0.11
C 3.10702 0.46959 2.32208 -0.60
C 4.12486 1.61400 2.48013 -0.05
C 3.77591 -0.84301 2.75752 -0.04
N 2.54915 0.31745 0.95340 -0.12
H 2.29829 0.60773 4.32442 0.09
H 1.08951 0.17681 3.11660 0.02
H 1.68090 1.83064 3.22292 0.00
H 4.31525 1.77197 3.54641 0.08
H 3.71538 2.53744 2.06629 0.08
H 5.07989 1.39496 2.00177 0.07
H 4.14371 -0.75727 3.78428 0.08
H 4.62368 -1.09037 2.11368 0.08
H 3.06057 -1.66799 2.70941 0.08

4.
12
Properties=species:S:1:pos:R:3:lowdin_charge:R:1 method="wB97M-V/def2-TZVPD" e_lumo_ha=0.01917 total_charge=0 smiles="C[N+](=O)[O-].C=C=O" e_homo_ev=-9.491 homo_lumo_gap_ev=10.01 max_force_ha_per_bohr=0.07547
C -2.05000 0.85614 0.51338 -0.29
C -1.09189 1.42841 -0.13597 0.00
C 1.57034 -0.59476 0.32756 0.09
N 0.47455 -1.22994 -0.64526 -0.49
O -2.98265 0.60165 1.13986 0.18
O -0.19909 -2.11022 -0.20937 0.07
O 0.39734 -0.91274 -1.77160 0.06
H 1.33735 -1.18210 1.19763 0.08
H -1.00717 2.47415 0.20327 0.09
H -0.29805 0.94735 -0.70147 0.03
H 2.45962 -0.75111 -0.33460 0.11
H 1.38966 0.47316 0.41656 0.07

5.
24
Properties=species:S:1:pos:R:3:lowdin_charge:R:1 method="wB97M-V/def2-TZVPD" e_lumo_ha=-0.38118 total_charge=+1 e_homo_ev=-14.772 homo_lumo_gap_ev=4.40 max_force_ha_per_bohr=0.10183
C -1.04137 -1.06872 1.27962 -0.14
C -0.25110 0.11860 1.81494 -0.16
C 0.53853 0.81388 0.72990 -0.25
C 1.25951 2.14223 1.12294 -0.05
O -0.92167 -0.67412 -2.19781 -0.10
N -2.05368 -0.60810 0.32556 0.25
H -0.28310 -1.64719 0.72159 0.16
H -1.53814 -1.67435 2.07414 0.15
H 0.25844 -0.15382 2.77152 0.15
H -0.90856 0.96757 2.04764 0.14
H 1.36513 0.18327 0.33712 0.13
H -0.26323 0.88955 0.02125 0.07
H 1.73211 2.68127 0.29675 0.08
H 1.93460 1.99449 1.97361 0.09
H 0.56672 2.83957 1.49165 0.05
H -1.76536 -0.54920 -0.64629 0.04
H -2.86637 -1.29912 0.44323 0.18
H 0.27612 0.70244 -2.02105 0.00
H 0.23833 -2.04490 -1.87893 0.03
H 1.32064 -3.22826 -1.45484 0.08
O 0.95332 -2.34527 -1.23999 -0.03
H -1.15314 -0.26902 -3.04879 0.06
H 1.56361 0.88268 -2.81574 0.06
O 1.03868 1.34654 -2.14801 -0.02

6.
62
Properties=species:S:1:pos:R:3:lowdin_spin:R:1 method="wB97M-V/def2-TZVPD" multiplicity=5 e_lumo_ha="-0.13763 / -0.14281" total_charge=+1 e_homo_ev="-9.995 / -10.198" homo_lumo_gap_ev="6.25 / 6.31" s_squared=6.1084 max_force_ha_per_bohr=0.04087
Mn -0.21322 0.40269 0.76107 3.77
C 3.30793 -1.74589 1.38762 0.01
C 1.88629 -1.35148 1.17283 0.07
N 1.52702 -0.31084 0.44869 -0.07
N 2.38034 0.42205 -0.24363 -0.02
C 1.76416 1.47548 -0.76363 -0.01
O 0.52059 1.66279 -0.50300 0.06
C 2.50425 2.32299 -1.69869 0.00
C 1.81704 3.17560 -2.56146 0.00
C 2.50686 3.89293 -3.51885 0.00
C 3.88518 3.78564 -3.61100 0.00
C 4.57434 2.94835 -2.74738 0.00
C 3.89149 2.21749 -1.79602 0.00
C 0.76710 -2.07684 1.70785 0.01
C 0.87285 -3.18928 2.55276 0.01
C -0.26300 -3.85590 2.95673 0.01
C -1.49427 -3.42312 2.46993 0.01
C -1.53636 -2.30668 1.66114 0.01
N -0.45587 -1.60319 1.30638 0.03
H 3.93744 -1.18485 0.70079 0.00
H 3.43955 -2.81357 1.22100 0.00
H 3.62024 -1.51731 2.40841 0.00
H 0.74321 3.25172 -2.47508 0.00
H 1.97059 4.53425 -4.20148 0.00
H 4.42091 4.35108 -4.35803 0.00
H 5.64643 2.85935 -2.82418 0.00
H 4.41548 1.55710 -1.12561 0.00
H 1.84602 -3.50674 2.88846 0.00
H -0.20696 -4.70118 3.62395 0.00
H -2.40412 -3.93813 2.72896 0.00
H -2.48214 -1.94660 1.27161 0.00
S 0.31271 1.23995 2.86112 0.07
C -0.95752 0.33861 3.64143 0.02
C -0.69765 -0.32989 4.83040 0.01
C -1.67639 -1.12292 5.41553 0.00
C -1.35934 -1.90851 6.54855 0.00
N -1.06859 -2.57009 7.43732 0.00
C -2.96143 -1.18128 4.84240 0.00
C -3.23762 -0.47918 3.67311 0.00
C -2.23187 0.23935 3.04340 0.00
S -2.46617 0.89255 1.43737 -0.04
C -3.93995 -2.03742 5.39205 0.00
N -4.72918 -2.76852 5.78659 0.00
H 0.28965 -0.27027 5.26249 0.00
H -4.21703 -0.54123 3.22580 0.00
N -3.90572 0.86646 -3.48349 0.00
C -3.55524 -0.54611 -3.16948 0.00
C -2.09116 -0.60606 -2.69660 0.00
N -1.86247 0.25689 -1.56129 0.02
C -2.21003 1.62998 -1.87386 0.00
C -3.67461 1.76013 -2.31230 0.00
H -4.88198 0.92950 -3.79429 0.00
H -3.30253 1.18659 -4.25163 0.00
H -3.70120 -1.16383 -4.05640 0.00
H -4.21976 -0.89436 -2.37528 0.00
H -1.42257 -0.30078 -3.50765 0.00
H -1.84432 -1.63285 -2.42652 0.00
H -2.41257 -0.05606 -0.75944 0.00
H -1.54141 1.99021 -2.66091 0.00
H -2.04629 2.24204 -0.98516 0.00
H -3.90854 2.78892 -2.58727 0.00
H -4.33363 1.45025 -1.49892 0.00

7.
72
Properties=species:S:1:pos:R:3:lowdin_charge:R:1 method="wB97M-V/def2-TZVPD" e_lumo_ha=-0.15749 total_charge=0 e_homo_ev=-5.734 homo_lumo_gap_ev=1.45 max_force_ha_per_bohr=0.16376
N -2.10787 -4.43846 0.01160 0.25
C -1.20715 -3.81267 -0.10130 -0.25
O -0.36964 -2.74577 -0.19002 0.05
N -0.83063 -1.95359 -1.28183 -0.03
C -1.69242 -0.80402 -0.82536 -0.03
C -0.95740 0.44076 -0.25211 -0.01
C -0.74600 0.33957 1.30935 -0.38
F -0.92569 -0.91772 1.78052 0.11
F -1.80604 1.09132 1.88132 0.02
C 0.54771 1.05387 1.76081 -0.44
F 0.35393 1.47081 3.05477 0.09
F 0.75872 2.19224 1.05050 0.11
S 2.10505 -0.00607 1.65667 0.97
F 2.67946 1.05126 0.43877 -0.48
F 2.86506 0.99856 2.76050 -0.19
F 1.65782 -1.00208 2.85188 -0.16
F 1.49188 -0.98522 0.44517 -0.21
F 3.52802 -0.85368 1.55246 -0.18
C 0.31944 -1.66894 -2.20966 0.00
C 0.35112 -2.60320 -3.45406 -0.26
O -0.87811 -2.54583 -4.20675 0.01
C 0.79809 -4.07548 -3.15717 -0.51
F 1.21128 -4.28135 -1.88888 0.15
F 1.88844 -4.42328 -3.95172 -0.24
F -0.18315 -4.93139 -3.52681 0.15
H -1.46076 -2.58149 -1.81408 0.18
H -2.38296 -1.22966 -0.05543 0.15
H -2.35741 -0.48368 -1.66164 0.16
H 0.03280 0.68157 -0.69478 0.13
H -1.60152 1.32759 -0.45962 0.15
H 0.34318 -0.61661 -2.58905 0.17
H 1.29404 -1.78593 -1.66872 0.16
H 1.11641 -2.17190 -4.13756 0.07
H -1.25580 -1.69294 -3.95413 0.10
F 3.22172 2.46807 -3.76544 -0.34
Al 2.13989 2.33379 -5.10634 -0.08
F 1.07124 0.96097 -4.85787 -0.25
F 3.02580 2.11205 -6.57790 -0.22
F 1.16935 3.77110 -5.22142 -0.23
O 2.01618 0.11701 6.00651 -0.57
H 2.05977 0.19801 5.05155 -0.12
C -7.07410 0.18132 2.07767 0.04
C -7.45882 0.71119 3.24071 0.03
C -6.47215 1.24100 4.20979 -0.44
O -6.81943 1.72419 5.26958 0.12
C -5.04048 1.15961 3.83743 -0.18
C -4.65426 0.63091 2.67437 -0.02
C -5.64337 0.10124 1.70512 -0.38
O -5.29010 -0.37623 0.65050 0.12
H -7.78241 -0.21075 1.35883 0.13
H -8.50025 0.77789 3.52867 0.13
H -4.32999 1.55348 4.56007 0.12
H -3.61347 0.56427 2.38797 0.10
Al 2.39199 -1.59940 7.32107 0.68
Cl 3.74108 1.48419 -1.50218 0.07
Br 2.13789 -3.23195 -5.99231 0.39
Cl 5.01015 -1.29877 -3.26108 0.52
C 6.08631 -1.18348 -1.85247 -0.69
C 7.54283 -1.16274 -2.24663 -0.66
Cl 8.08891 -2.72938 -2.90963 0.51
H 5.86372 -2.01654 -1.18722 0.06
H 5.82822 -0.25650 -1.33636 0.01
H 8.15889 -0.96026 -1.37087 0.07
H 7.74387 -0.39434 -2.99058 0.07
K -4.91570 3.40696 3.15277 1.04
C -1.04078 6.44381 3.66049 -0.14
O -1.53749 5.42907 2.78652 -0.15
H -1.86281 6.80874 4.27368 0.07
H -0.26507 6.02989 4.30751 0.08
H -0.63337 7.27065 3.07598 0.08
H -0.79505 5.12246 2.25595 0.08
Br 3.85137 -5.21811 -5.68808 0.16

8.
12
Properties=species:S:1:pos:R:3:lowdin_charge:R:1 method="wB97M-V/def2-TZVPD" e_lumo_ha=0.01090 total_charge=0 smiles="O=C1NNC(=S)NN1" e_homo_ev=-8.847 homo_lumo_gap_ev=9.14 max_force_ha_per_bohr=0.07460
C -1.46298 -0.02223 -0.05233 -0.51
C 1.34862 -0.07111 0.08714 -0.88
H -1.10013 1.96287 -0.33706 0.16
H 1.06507 1.96215 -0.02535 0.15
H 0.99511 -1.89747 -0.78542 0.12
H -0.95338 -1.63964 1.05672 0.21
N -0.67302 1.03591 -0.39030 0.07
N 0.57424 1.09178 0.28393 0.00
N 0.61020 -1.15321 -0.28437 -0.01
N -0.72356 -1.19688 0.06882 0.05
O -2.68003 -0.03846 0.26867 0.03
S 2.99984 -0.03372 0.10955 0.61